No. 1
10
Properties=species:S:1:pos:R:3 method="wB97M-V/def2-TZVPD" e_above_lowest_ev=1.448 spin_multiplicity=1 homo_ev=-9.97 largest_force_ev_per_a=5.63
Cl 1.0968 -2.1210 0.3696
Cl -1.6957 -0.9266 1.1643
S 0.0390 2.2073 -2.4182
N 0.8888 0.9427 2.4571
N 0.0742 1.2335 -1.0006
C 0.1110 -0.5704 0.4119
C 0.6438 0.3069 1.5104
C -0.2333 0.0558 -0.9840
H 0.2479 3.3178 -1.4083
H -0.5607 -0.8119 -1.8014

---

No. 2
12
Properties=species:S:1:pos:R:3 method="wB97M-V/def2-TZVPD" e_above_lowest_ev=1.306 spin_multiplicity=8 homo_ev="-7.25 / -7.27" largest_force_ev_per_a=2.08
Sm 2.9321 3.0711 -1.4971
F 0.2986 0.0093 -2.0504
O -1.5014 -1.4478 2.0245
O -1.4410 -2.6226 0.1180
O -1.5601 -0.3728 0.1191
C -1.5575 -1.5210 0.6606
C 1.3122 1.0108 -0.1926
C 0.1818 0.8009 -0.9587
H -1.3024 -2.3281 2.3636
H -0.5826 1.5713 -1.1308
H 1.1491 1.6071 0.7108
H 2.0710 0.2217 -0.1669

---

No. 3
43
Properties=species:S:1:pos:R:3 method="wB97M-V/def2-TZVPD" charge=+1 spin_multiplicity=1 homo_ev=-10.23 largest_force_ev_per_a=2.62
K 1.9515 3.7059 -3.5361
F -0.0484 -1.6651 4.8024
F -0.3107 -4.3687 2.8730
F -1.9091 -2.8648 2.7101
O 1.4186 1.2908 0.3008
O 2.8452 -0.2848 1.0267
O 0.9845 1.5208 -1.8954
N 1.4513 -1.0533 -1.6620
N -0.8465 2.9415 0.0209
C -0.5806 -2.7262 -0.6462
C -0.6488 -3.1145 3.0538
C 0.4362 -0.6128 -0.9483
C -1.6731 3.3560 1.1619
C 1.4751 -2.3584 -1.8706
C 0.0133 2.0406 -2.7894
C -0.9366 0.9969 -3.4242
C 1.7732 0.2505 1.1570
C 1.3514 -1.5660 2.8181
C -0.8844 1.5085 -0.2490
C 0.4933 -3.1824 -1.3608
C 0.4540 0.9387 -0.7180
C -0.6054 -1.3434 -0.4310
C 0.8717 -0.1825 2.3189
C 0.1926 -2.1672 3.5606
H -1.0681 1.2766 -4.4769
H -2.2478 4.2430 0.8673
H 2.2781 -2.8029 -2.4504
H -2.4136 2.6036 1.4388
H -1.0389 3.6521 2.0048
H 1.0016 0.5327 3.1401
H 0.5767 -4.2524 -1.5378
H -1.1334 1.0048 0.6952
H 2.2401 -1.4993 3.4476
H 0.5885 2.4353 -3.6668
H -0.5445 2.9324 -2.4070
H -1.4260 -0.9589 0.1584
H -1.9349 1.0318 -2.9889
H -1.7239 1.2723 -0.9137
H 1.5110 -2.2186 1.9529
H -0.4996 -0.0019 -3.4248
H 0.0959 3.2962 0.0779
H -1.3411 -3.3875 -0.2520
H -0.1884 -0.2197 2.0620

---

No. 4
130
Properties=species:S:1:pos:R:3 method="wB97M-V/def2-TZVPD" e_above_lowest_ev=0.206 charge=+1 spin_multiplicity=3 homo_ev="-8.85 / -10.15" largest_force_ev_per_a=0.90
W -0.0888 -1.0775 0.1643
Cl 6.0223 -4.6147 -1.7008
S -0.5656 -4.3854 0.6728
P 1.3505 1.9609 0.4213
P -3.2051 -2.2955 -0.9450
P -2.6539 0.1802 -2.2345
F 1.0731 -6.1800 -0.3103
F 1.8349 -5.1467 1.4385
F 0.3029 -6.6550 1.6532
O 0.1274 -3.4039 -0.2051
O -2.0448 -1.9625 -0.0652
O -1.6529 -5.0637 0.0197
O -0.8042 -3.8834 2.0014
O -3.6937 -0.9179 -1.6415
O 1.2259 -1.3008 -1.3374
O -1.2806 -0.0795 -1.7482
N -1.0618 -0.8808 2.1590
N -2.8355 0.0493 -3.8463
N 1.0944 3.0927 -0.7482
N -2.9011 -3.3556 -2.1261
N 1.2482 2.7780 1.8888
N 0.3350 0.7732 0.3429
N -3.1990 1.6403 -1.7358
N -4.4886 -2.7606 -0.0788
N 2.9595 1.6127 0.2665
N 1.3798 -1.6949 1.4938
C 1.1020 -1.5413 2.8755
C -3.6055 -4.6352 -2.2348
C 3.4214 1.2475 -1.0864
C -4.0037 -0.4906 -4.5304
C 1.5904 -1.6397 5.2381
C 3.9846 -3.1348 -2.7049
C 0.2316 3.8261 2.0078
C -5.8552 -2.7019 -0.5877
C 0.4679 3.5613 -3.0474
C 2.8572 -2.3623 -2.6103
C 4.0675 -3.3719 -0.3227
C -0.0114 3.0346 -1.7037
C 2.0204 4.2283 -0.8615
C -0.6269 -1.0486 4.5356
C -4.4027 2.2056 -2.3402
C 3.9513 1.5944 1.3404
C -2.7851 -0.3966 3.7331
C 5.8265 1.3818 -0.3661
C 1.5614 2.6998 4.3247
C 1.3140 5.4025 -1.5213
C 1.9952 -1.7561 3.8941
C -2.2926 -0.5226 2.4274
C 0.8564 5.0470 -2.9438
C 0.3067 -1.3081 5.5615
C 0.5155 4.6935 3.2262
C 2.9038 -2.5787 -0.1981
C 0.7360 -5.6755 0.8716
C 1.2341 1.9081 3.0688
C 4.7477 0.5090 -1.0095
C -0.2149 -1.1400 3.1904
C -4.2910 -3.5652 1.1326
C 2.2795 -2.0637 -1.3646
C -1.9580 -0.6621 4.7851
C 2.4484 -2.3434 1.1220
C 0.5733 3.8493 4.4961
C -1.6203 -3.3075 -2.8358
C 5.2707 2.1678 0.8383
C 4.5973 -3.6431 -1.5499
C -1.9100 0.8118 -4.6845
C -3.0066 1.9735 -0.3250
H -2.9295 -0.3382 1.5727
H -6.5054 -2.2259 0.1483
H -2.0625 1.5583 0.0306
H -0.4231 3.4375 4.6989
H 0.2397 1.4490 3.1704
H -5.8994 -2.1243 -1.5085
H -4.6083 0.3031 -4.9792
H -3.8130 -0.0969 3.8838
H -0.3419 2.0029 -1.7745
H -1.1256 -2.3486 -2.6881
H -5.3194 1.8109 -1.8875
H 5.0459 0.2057 -2.0143
H -2.3053 -0.5805 5.8085
H -4.4592 -4.6261 0.9317
H -2.9667 3.0583 -0.2183
H -3.2758 -3.4480 1.5096
H 6.2144 2.0833 -1.1080
H -3.6584 -4.9088 -3.2895
H 6.6703 0.7575 -0.0669
H 5.9882 2.1874 1.6602
H -0.7707 3.3731 2.1079
H 1.9444 1.0921 2.9338
H 0.0068 5.6771 -3.2145
H -0.3064 3.4148 -3.8035
H -3.8370 1.6002 0.2881
H 2.3839 4.5033 0.1308
H 2.5805 3.0926 4.2440
H -1.6254 0.2091 -5.5485
H 0.2222 4.4296 1.1021
H 5.0883 3.2091 0.5589
H -4.6229 -1.0563 -3.8414
H 4.1023 0.5763 1.7286
H 2.3797 -1.9632 -3.4957
H -6.2460 -3.7038 -0.7870
H -4.6235 -4.5474 -1.8650
H -0.8660 3.6345 -1.3610
H -0.9601 -4.0905 -2.4601
H 3.0264 -2.0101 3.6910
H -4.3921 3.2873 -2.2052
H -1.7961 -3.4531 -3.9036
H 1.6481 5.2728 -3.6607
H 4.5350 -3.7724 0.5695
H -4.9988 -3.2313 1.8936
H -1.0063 1.0480 -4.1229
H 3.5841 2.2072 2.1610
H 2.9024 3.9530 -1.4546
H 3.0611 -2.7857 1.8990
H 0.4516 5.6834 -0.9097
H -2.3625 1.7421 -5.0422
H 4.6111 -0.4146 -0.4400
H 4.4141 -3.3630 -3.6722
H -4.4185 1.9997 -3.4083
H 0.8385 4.4641 5.3572
H -3.0817 -5.4151 -1.6834
H -0.2546 5.4641 3.3065
H 1.4713 5.2050 3.0763
H 2.6672 0.6354 -1.5767
H -0.0074 -1.2298 6.5950
H 2.3179 -1.8240 6.0181
H -3.6753 -1.1601 -5.3280
H 1.9793 6.2666 -1.5302
H 1.3288 2.9601 -3.3562
H 1.5394 2.0303 5.1887
H 3.5470 2.1507 -1.6994

---

No. 5
10
Properties=species:S:1:pos:R:3 method="wB97M-V/def2-TZVPD" e_above_lowest_ev=3.092 spin_multiplicity=1 homo_ev=-9.43 largest_force_ev_per_a=3.09
O 2.3918 -0.0380 -0.1216
O -0.8926 -1.1695 -0.2854
N 0.3552 1.1700 -0.0653
N 0.4085 -1.1151 0.3723
N -0.9748 1.1589 0.1595
C 1.1631 0.0628 0.0509
C -1.5583 0.0281 -0.0191
H -2.6129 -0.1660 -0.0057
H 0.9110 -1.9739 0.1003
H 0.8091 2.0428 -0.1860

---

No. 6
48
Properties=species:S:1:pos:R:3 method="wB97M-V/def2-TZVPD" e_above_lowest_ev=0.017 spin_multiplicity=1 homo_ev=-9.21 largest_force_ev_per_a=0.60
Br -1.4115 -3.9063 2.2786
O 0.5350 -0.2230 -4.0214
O 2.3706 3.7439 -2.7139
O 1.0081 2.4865 2.3569
O 1.9110 0.2460 -2.3197
N 0.7799 2.5183 -1.6946
N 2.2963 1.7031 0.6833
C 0.2959 1.9007 -2.8995
C 1.3233 1.5729 1.6174
C 0.6855 0.2250 1.7167
C 2.6043 -0.9719 -2.5790
C -2.5448 -1.0079 -0.7684
C 0.6457 -0.6926 0.6720
C 0.9005 0.5236 -3.1559
C 2.9693 2.9663 0.4788
C -2.0338 -0.3053 -1.8453
C -2.7922 -0.3617 0.4313
C -1.2421 1.8260 -2.9203
C 2.1231 3.9669 -0.3246
C -2.5229 0.9900 0.5507
C -2.0274 1.6954 -0.5325
C -1.7794 1.0573 -1.7434
C -0.5492 -2.2254 2.0597
C 0.0807 -0.0999 2.9290
C 0.0326 -1.9194 0.8411
C -0.5347 -1.3222 3.1096
C 1.7907 3.4213 -1.7001
H -3.2023 -0.9080 1.2674
H 0.6460 2.5294 -3.7323
H 0.3306 2.2579 -0.8297
H -1.5375 1.3396 -3.8504
H 0.1024 0.6287 3.7250
H 3.3691 -1.0641 -1.8117
H -1.8434 -0.8109 -2.7808
H 2.6919 4.8881 -0.4468
H 3.1687 3.3971 1.4640
H -1.6350 2.8438 -2.9121
H -2.7088 1.5011 1.4834
H 2.4602 0.9744 0.0093
H 1.2094 4.1787 0.2320
H 1.0606 -0.4548 -0.2935
H -1.8626 2.7606 -0.4416
H -2.7612 -2.0615 -0.8677
H 3.9129 2.7756 -0.0340
H 3.0612 -0.9371 -3.5688
H -0.0016 -2.6306 0.0304
H 1.9136 -1.8166 -2.5403
H -1.0010 -1.5718 4.0502